(1)
Computed, not measured: a single C4H8O molecule, with ωB97M-V/def2-TZVPD.

Each line ends with the natural charge from an NBO analysis.
CARTESIAN COORDINATES (ANGSTROEM)
C (-0.187, -1.154, -0.141)  -0.440
C (0.980, -0.139, -0.141)  -0.460
C (0.370, 1.171, -0.444)  -0.082
C (-1.121, -0.164, 0.582)  -0.091
H (0.082, -2.076, 0.374)  0.219
H (-0.613, -1.265, -1.164)  0.220
H (1.764, -0.253, -0.960)  0.217
H (1.491, -0.135, 0.805)  0.210
H (0.666, 2.016, 0.381)  0.180
H (0.608, 1.593, -1.492)  0.199
H (-2.301, -0.536, 0.912)  0.207
H (-0.605, 0.013, 1.714)  0.165
O (-1.136, 0.930, -0.426)  -0.544

Calculated values
**Energy above the lowest of the compared OMol25 structures with the same formula, charge and spin**: 226.0 kJ/mol
**DFT total energy**: -232.35955 Ha
**Max |F|**: 4.2 eV/A
**Molar mass**: 72.11 u

---

(2)
Computed, not measured: a single C5H8O molecule, with ωB97M-V/def2-TZVPD.

Each line ends with the natural charge from an NBO analysis.
CARTESIAN COORDINATES (ANGSTROEM)
O (1.715, 1.197, 0.747)  -0.654
C (1.204, -0.041, 0.624)  0.253
C (0.053, -0.621, 1.291)  -0.517
C (-0.896, 0.190, 0.463)  -0.305
C (-1.151, 0.062, -0.940)  -0.223
C (-0.267, -0.251, -1.909)  -0.464
H (1.021, 1.770, 1.099)  0.487
H (1.854, -0.658, 0.003)  0.183
H (-0.019, -0.361, 2.349)  0.227
H (-0.008, -1.701, 1.137)  0.228
H (-1.544, 0.865, 1.031)  0.200
H (-2.179, 0.282, -1.248)  0.206
H (-0.586, -0.512, -2.910)  0.196
H (0.803, -0.220, -1.735)  0.183

Calculated values
**Energy above the lowest of the compared OMol25 structures with the same formula, charge and spin**: 408.7 kJ/mol
**DFT total energy**: -270.40224 Ha
**Max |F|**: 0.7 eV/A
**Molar mass**: 84.12 u

---

(3)
Computed, not measured: a molecular structure, C23H55N3OP4ReSe, with ωB97M-V/def2-TZVPD.

Each line ends with the Löwdin spin population.
CARTESIAN COORDINATES (ANGSTROEM)
Re (-0.911, -0.159, -0.256)  0.695
P (-3.014, 0.034, -0.484)  0.030
P (0.039, -2.589, -0.522)  0.037
P (-0.451, 2.103, -0.760)  0.043
H (2.485, -0.817, -2.279)  0.001
C (2.921, 0.079, -1.803)  0.038
C (3.323, 0.082, -0.506)  0.006
H (3.550, -0.840, 0.037)  0.002
C (-3.408, 0.000, -2.250)  0.031
C (-3.764, -1.486, 0.207)  0.018
C (-3.956, 1.303, 0.315)  -0.001
C (1.837, -3.041, -0.658)  0.008
C (-0.590, -3.532, 0.968)  0.006
C (-0.569, -3.625, -1.921)  0.003
C (1.237, 2.919, -0.632)  -0.001
C (-1.155, 3.052, 0.700)  0.011
C (-1.089, 3.336, -2.003)  0.023
H (2.495, 0.991, -2.288)  0.031
H (3.094, 0.918, 0.156)  0.000
H (-4.445, -0.341, -2.301)  0.004
H (-2.735, -0.688, -2.777)  0.008
H (-3.248, 0.996, -2.677)  0.000
H (-4.829, -1.411, -0.054)  0.002
H (-3.590, -1.550, 1.294)  0.000
H (-3.322, -2.394, -0.231)  0.000
H (-4.986, 0.916, 0.395)  0.000
H (-3.916, 2.230, -0.272)  0.000
H (-3.574, 1.530, 1.323)  0.000
H (2.000, -3.973, -1.245)  0.001
H (2.340, -3.205, 0.318)  0.000
H (2.381, -2.250, -1.171)  0.000
H (-0.988, -4.524, 0.678)  0.001
H (-1.414, -2.947, 1.412)  0.001
H (0.180, -3.685, 1.749)  0.000
H (0.023, -4.537, -2.072)  0.000
H (-0.509, -2.994, -2.817)  0.001
H (-1.612, -3.906, -1.733)  0.000
H (1.132, 4.000, -0.839)  -0.001
H (1.955, 2.519, -1.353)  0.002
H (1.666, 2.828, 0.378)  0.000
H (-0.547, 3.959, 0.860)  0.000
H (-1.143, 2.460, 1.631)  0.000
H (-2.181, 3.352, 0.454)  0.000
H (-0.746, 4.361, -1.759)  0.002
H (-2.188, 3.340, -1.988)  0.000
H (-0.763, 3.119, -3.027)  0.009
C (1.819, 0.694, -5.609)  0.274
C (3.084, 0.146, -5.306)  0.110
C (3.975, -0.042, -6.335)  0.036
C (3.600, 0.182, -7.653)  0.214
C (2.268, 0.435, -7.950)  0.034
C (1.339, 0.643, -6.946)  0.101
Se (0.976, 1.451, -4.197)  1.116
H (-1.629, -1.393, -1.003)  0.039
H (3.313, -0.046, -4.274)  0.006
H (4.957, -0.375, -6.086)  0.000
H (4.331, 0.125, -8.441)  0.008
H (1.923, 0.457, -8.970)  -0.001
H (0.284, 0.793, -7.117)  0.004
C (-2.378, -0.617, 3.420)  0.000
N (-0.970, -0.955, 3.461)  0.001
C (-0.692, -2.092, 4.329)  0.000
P (0.165, 0.083, 2.879)  0.006
O (0.189, 0.176, 1.382)  0.035
N (-0.045, 1.588, 3.574)  -0.002
C (1.014, 2.589, 3.387)  0.000
C (-0.866, 1.886, 4.756)  0.000
N (1.608, -0.420, 3.526)  0.003
C (2.021, -0.124, 4.902)  0.001
C (2.393, -1.516, 2.931)  0.000
H (-2.726, -0.336, 4.421)  0.000
H (-2.966, -1.489, 3.106)  0.000
H (-2.596, 0.201, 2.719)  0.000
H (-0.697, -3.054, 3.771)  0.000
H (0.281, -1.985, 4.845)  0.000
H (-1.485, -2.122, 5.102)  0.000
H (0.550, 3.586, 3.455)  0.000
H (1.805, 2.527, 4.153)  0.000
H (1.474, 2.490, 2.396)  0.000
H (-1.916, 1.559, 4.626)  0.000
H (-0.474, 1.441, 5.702)  0.000
H (-0.873, 2.991, 4.889)  0.000
H (1.961, -1.015, 5.546)  0.000
H (3.057, 0.244, 4.892)  0.000
H (1.389, 0.648, 5.329)  0.000
H (2.342, -2.443, 3.557)  0.000
H (2.054, -1.766, 1.901)  0.000
H (3.465, -1.212, 2.886)  0.000

Calculated values
**DFT total energy**: -4992.37290 Ha
**Charge**: +4
**Max |F|**: 7.8 eV/A
**⟨S²⟩**: 4.00
**Molar mass**: 778.78 u
**Spin multiplicity**: 4

---

(4)
Computed, not measured: a molecular structure, C30H44BiCl2NP, with ωB97M-V/def2-TZVPD.

Each line ends with the Mulliken charge.
CARTESIAN COORDINATES (ANGSTROEM)
P (-0.272, 0.791, -0.800)  -1.300
C (-1.929, 0.227, -1.396)  0.809
C (-2.445, 1.074, -2.557)  -0.593
C (-3.892, 0.689, -2.894)  -0.920
C (-4.027, -0.819, -3.147)  -0.730
C (-3.467, -1.665, -1.995)  -0.862
C (-2.011, -1.281, -1.680)  -0.308
C (1.180, 0.116, -1.698)  0.173
C (1.093, 0.500, -3.168)  -0.738
C (2.411, 0.133, -3.865)  -0.860
C (2.750, -1.352, -3.666)  -0.743
C (2.745, -1.775, -2.189)  -0.726
C (1.427, -1.389, -1.506)  0.294
C (-0.214, 2.640, -0.773)  0.304
C (-1.334, 3.199, 0.125)  -0.350
C (-1.325, 4.730, 0.040)  -0.857
C (0.039, 5.324, 0.419)  -0.654
C (1.198, 4.667, -0.342)  -0.876
C (1.148, 3.138, -0.265)  -0.285
H (-2.571, 0.403, -0.506)  0.472
H (-1.797, 0.921, -3.436)  0.182
H (-2.401, 2.147, -2.315)  0.241
H (-4.224, 1.254, -3.775)  0.389
H (-4.538, 0.976, -2.049)  0.373
H (-5.077, -1.073, -3.328)  0.394
H (-3.477, -1.069, -4.065)  0.324
H (-4.072, -1.503, -1.090)  0.395
H (-3.525, -2.731, -2.250)  0.405
H (-1.641, -1.845, -0.812)  -0.435
H (-1.371, -1.536, -2.539)  0.312
H (2.052, 0.609, -1.231)  0.843
H (3.212, 0.752, -3.434)  0.363
H (0.895, 1.574, -3.292)  0.254
H (0.252, -0.041, -3.634)  0.194
H (2.336, 0.374, -4.933)  0.398
H (3.722, -1.574, -4.120)  0.415
H (2.001, -1.955, -4.200)  0.306
H (2.918, -2.858, -2.101)  0.387
H (3.567, -1.271, -1.657)  0.391
H (1.475, -1.625, -0.436)  -1.015
H (0.592, -1.970, -1.918)  0.359
H (-0.362, 3.012, -1.802)  0.698
H (-2.324, 2.823, -0.167)  0.386
H (-1.179, 2.863, 1.165)  0.010
H (-1.548, 5.004, -1.001)  0.339
H (-2.118, 5.150, 0.671)  0.383
H (0.200, 5.200, 1.499)  0.293
H (0.034, 6.400, 0.217)  0.397
H (2.164, 5.036, 0.025)  0.400
H (1.119, 4.942, -1.403)  0.352
H (1.978, 2.714, -0.844)  0.212
H (1.303, 2.788, 0.766)  0.016
Bi (-0.198, 0.191, 1.845)  0.572
Cl (2.397, 0.421, 1.437)  -0.584
Cl (-2.781, 0.426, 2.162)  -0.611
C (-0.584, -1.950, 1.465)  -1.510
H (-1.679, -2.116, 1.510)  0.456
C (0.211, -3.128, 1.545)  1.577
C (1.648, -3.125, 1.645)  -0.058
C (2.369, -4.313, 1.647)  -0.802
C (1.694, -5.543, 1.602)  -0.463
C (0.290, -5.588, 1.556)  -0.399
C (-0.437, -4.408, 1.533)  -0.774
H (2.148, -2.153, 1.720)  0.163
H (3.457, -4.276, 1.685)  0.357
H (-0.223, -6.549, 1.537)  0.352
H (-1.532, -4.432, 1.509)  0.280
H (2.267, -6.465, 1.611)  0.325
C (1.264, 0.009, 6.904)  -0.088
C (1.547, 1.115, 6.095)  -0.760
C (1.133, 1.100, 4.775)  0.044
N (0.389, 0.077, 4.287)  -0.163
C (0.199, -1.033, 5.017)  -0.103
C (0.601, -1.094, 6.351)  -0.716
H (1.566, -0.003, 7.943)  0.369
H (2.085, 1.997, 6.456)  0.345
H (1.399, 1.899, 4.072)  0.255
H (-0.284, -1.892, 4.527)  0.325
H (0.386, -2.001, 6.911)  0.396

Calculated values
**Energy above the lowest of the compared OMol25 structures with the same formula, charge and spin**: 0.0 kJ/mol
**DFT total energy**: -2700.74152 Ha
**Charge**: -1
**Max |F|**: 1.7 eV/A
**Molar mass**: 729.55 u

---

(5)
Computed, not measured: a single C7H10ClFO2S molecule, with ωB97M-V/def2-TZVPD.

Each line ends with the natural charge from an NBO analysis.
CARTESIAN COORDINATES (ANGSTROEM)
C (-1.964, 0.387, 0.661)  -0.255
C (-0.732, -0.345, 0.407)  -0.081
C (-3.134, -0.025, 0.158)  -0.110
C (0.417, -0.032, 1.013)  -0.581
C (-4.398, 0.697, 0.229)  -0.682
C (3.800, -0.321, -1.403)  -0.663
C (2.817, 0.249, -0.438)  0.066
O (2.734, -1.242, 1.666)  -0.925
O (1.440, -1.977, -0.303)  -0.922
F (1.730, 0.621, -1.449)  -0.422
S (1.833, -0.963, 0.593)  2.186
Cl (3.215, 1.712, 0.379)  0.053
H (-1.712, 1.209, 1.289)  0.204
H (-0.946, -1.225, -0.327)  0.239
H (-3.023, -1.082, -0.305)  0.210
H (0.401, 0.807, 1.773)  0.256
H (-4.494, 1.662, 0.867)  0.226
H (-5.264, 0.208, 0.722)  0.235
H (-4.863, 1.030, -0.664)  0.238
H (4.469, 0.417, -1.484)  0.224
H (4.315, -1.245, -1.015)  0.242
H (3.357, -0.543, -2.368)  0.263

Calculated values
**Energy above the lowest of the compared OMol25 structures with the same formula, charge and spin**: 17.4 kJ/mol
**DFT total energy**: -1381.33269 Ha
**Max |F|**: 4.8 eV/A
**Molar mass**: 212.67 u

---

(6)
Computed, not measured: a single C6H10S molecule, with ωB97M-V/def2-TZVPD.

Each line ends with the natural charge from an NBO analysis.
CARTESIAN COORDINATES (ANGSTROEM)
C (2.024, -0.557, -0.310)  -0.398
C (1.766, 0.859, 0.263)  -0.433
C (0.355, 1.591, 0.077)  -0.414
C (-0.549, 0.517, -0.383)  -0.352
C (-0.466, -0.679, 0.439)  -0.301
C (0.786, -1.562, 0.053)  -0.414
H (2.302, -0.550, -1.390)  0.205
H (2.843, -1.025, 0.220)  0.219
H (1.995, 0.965, 1.332)  0.223
H (2.401, 1.321, -0.553)  0.231
H (0.335, 2.356, -0.732)  0.205
H (-0.071, 2.149, 0.874)  0.220
H (-0.365, 0.224, -1.409)  0.202
H (-0.562, -0.268, 1.372)  0.202
H (1.105, -2.086, 0.965)  0.210
H (0.598, -2.413, -0.708)  0.228
S (-2.130, -0.105, -0.050)  0.166

Calculated values
**Energy above the lowest of the compared OMol25 structures with the same formula, charge and spin**: 314.5 kJ/mol
**DFT total energy**: -632.68970 Ha
**Max |F|**: 3.2 eV/A
**Molar mass**: 114.21 u

---

Please write out number 5 again, unchanged.
Computed, not measured: a single C7H10ClFO2S molecule, with ωB97M-V/def2-TZVPD.

Each line ends with the natural charge from an NBO analysis.
CARTESIAN COORDINATES (ANGSTROEM)
C (-1.964, 0.387, 0.661)  -0.255
C (-0.732, -0.345, 0.407)  -0.081
C (-3.134, -0.025, 0.158)  -0.110
C (0.417, -0.032, 1.013)  -0.581
C (-4.398, 0.697, 0.229)  -0.682
C (3.800, -0.321, -1.403)  -0.663
C (2.817, 0.249, -0.438)  0.066
O (2.734, -1.242, 1.666)  -0.925
O (1.440, -1.977, -0.303)  -0.922
F (1.730, 0.621, -1.449)  -0.422
S (1.833, -0.963, 0.593)  2.186
Cl (3.215, 1.712, 0.379)  0.053
H (-1.712, 1.209, 1.289)  0.204
H (-0.946, -1.225, -0.327)  0.239
H (-3.023, -1.082, -0.305)  0.210
H (0.401, 0.807, 1.773)  0.256
H (-4.494, 1.662, 0.867)  0.226
H (-5.264, 0.208, 0.722)  0.235
H (-4.863, 1.030, -0.664)  0.238
H (4.469, 0.417, -1.484)  0.224
H (4.315, -1.245, -1.015)  0.242
H (3.357, -0.543, -2.368)  0.263

Calculated values
**Energy above the lowest of the compared OMol25 structures with the same formula, charge and spin**: 17.4 kJ/mol
**DFT total energy**: -1381.33269 Ha
**Max |F|**: 4.8 eV/A
**Molar mass**: 212.67 u

---

- What is the max |F| in the second record?
  0.7 eV/A